A structure of composition C21H19BrN6OS6SbTi, computed with ωB97M-V/def2-TZVPD.

Properties
Energy in a.u.: -7268.5765
Frontier orbital gap (spin up / spin down) in eV: 6.07 / 6.02

```
! wB97M-V def2-TZVPD RIJCOSX def2/J DEFGRID3
* xyz -2 2
C 1.21916 -3.86532 -4.34069
C -4.37577 2.32927 2.80670
S -4.22682 1.23331 -1.09753
H -0.48220 4.64207 1.55122
H -2.98977 -0.35817 -2.95771
H -0.52432 -0.43171 -4.10423
C 1.16141 1.31530 2.27998
H 0.89292 4.38372 3.63127
S -0.27168 -1.63702 1.94223
N -1.96801 0.39930 -0.03854
N 3.69818 0.27042 -1.96316
N 0.42971 1.44469 1.16942
H -5.01159 2.84539 3.51553
C -0.00224 -2.09306 -5.39770
H 1.59426 -4.65288 -1.51140
H -5.69770 2.63570 1.13076
C -2.69908 0.28334 -1.18433
C 1.21952 -3.17239 -3.13659
C 0.01203 3.70965 1.78923
H -2.88474 1.80692 4.25860
C 0.76925 3.55995 2.93523
C 2.22470 2.09907 4.41106
N 2.90552 -3.14700 -1.36590
S 1.02356 -5.10019 2.82785
Br 0.45569 1.69468 -2.06829
C -2.69563 0.99333 0.97649
S -0.96439 -2.48338 0.22987
H 1.71964 -4.82669 -4.38944
H 1.60667 0.34716 2.47495
Sb 1.82277 -2.99062 2.48192
H 1.78272 2.56017 5.29694
H 2.34663 1.03109 4.59239
H 3.22004 2.52848 4.27143
C -3.93339 1.55086 0.59021
C 3.19555 -0.89106 -1.38490
C -4.75883 2.21768 1.47505
C 1.36880 2.33581 3.19871
H 3.07138 1.05237 -1.80636
S 2.53276 -1.78645 4.29832
N -2.33792 -0.41972 -2.18428
H 0.63460 -3.88574 -6.40766
C -0.04075 -1.39305 -4.20440
N 3.35189 -1.99587 -1.99818
C 0.61589 -3.33709 -5.47348
H 3.85660 0.12910 -2.95291
C -2.35105 1.08495 2.32742
C -3.18178 1.74978 3.21803
C 0.55382 -1.93630 -3.06213
C 1.92389 -3.71127 -1.94350
O 0.46551 -1.31684 -1.90403
H -0.72102 2.70689 0.03271
S 2.42680 -0.65751 0.19526
Ti 0.06099 -0.44044 -0.37051
H -1.44286 0.62685 2.68448
H -0.46795 -1.66766 -6.28004
C -0.13338 2.63014 0.93465
*
```